Entry 1:
{
  "formula": "C28H37ClN4P2Ti",
  "method": "wB97M-V/def2-TZVPD",
  "e_above_lowest_kcal_mol": 62.1,
  "homo_energy_ev": [-7.347, -8.175],
  "lumo_ev": [-1.2, -1.3],
  "e_tot_ev": -89802.701,
  "s_squared": 2.01,
  "orbital_gap_ha": [0.2271, 0.2519],
  "spin_multiplicity": 3,
  "symbols": ["Ti", "C", "C", "C", "C", "C", "C", "C", "C", "C", "H", "H", "H", "H", "H", "H", "H", "H", "H", "H", "H", "H", "H", "H", "H", "P", "P", "N", "N", "N", "N", "C", "C", "C", "C", "C", "C", "C", "C", "C", "C", "C", "C", "C", "C", "C", "C", "C", "C", "H", "H", "H", "H", "H", "H", "H", "H", "H", "H", "H", "H", "H", "H", "H", "H", "H", "H", "H", "H", "Cl", "C", "H", "H"],
  "xyz": [[-0.325508, -2.166612, 1.693194], [-1.116916, 2.032523, 4.394040], [-1.515127, 1.349499, 3.330063], [-0.834201, 1.387710, 1.996444], [0.446364, 0.644798, 1.692606], [1.767751, 0.978968, 2.332128], [2.023771, 2.000874, 3.191920], [1.118523, 3.147498, 3.373698], [0.144179, 2.833943, 4.548338], [1.343811, -2.604250, 2.917475], [-1.772936, 2.133578, 5.288776], [-2.406325, 0.707919, 3.375656], [-0.777889, 2.434768, 1.713803], [-1.599756, 0.926705, 1.342616], [0.288118, -0.466455, 2.164382], [0.530721, 0.628414, 0.571588], [2.481152, 0.153060, 2.223513], [2.958118, 2.014459, 3.737584], [0.604039, 3.412936, 2.448282], [1.736907, 4.021122, 3.656964], [0.751892, 2.347962, 5.328907], [-0.167612, 3.816282, 4.917744], [1.363451, -1.472309, 3.147944], [2.304656, -2.856894, 2.431480], [1.195091, -3.060429, 3.918000], [1.529623, -1.177356, -0.633439], [-2.208684, -0.297337, -0.622314], [3.000473, 0.028231, -1.197915], [2.090557, -2.349731, -1.919946], [-2.203110, 1.452673, -1.577906], [-3.674855, -0.755431, -1.572492], [0.389337, -0.323325, -1.757021], [-1.007493, -0.987032, -1.770673], [4.066505, 0.339311, -0.375169], [4.967404, 1.154340, -1.052149], [4.462187, 1.345638, -2.363888], [3.245867, 0.645468, -2.421019], [2.448460, -3.644546, -1.565132], [2.800456, -4.341551, -2.705773], [2.715816, -3.437973, -3.804811], [2.288329, -2.219213, -3.296644], [-1.910958, 2.565189, -0.802576], [-1.875857, 3.716564, -1.571859], [-2.229171, 3.336213, -2.885897], [-2.346581, 1.942822, -2.875530], [-4.474194, -0.188338, -2.573328], [-5.358095, -1.140942, -3.085516], [-5.132841, -2.342168, -2.331952], [-4.094212, -2.088929, -1.444304], [0.773712, -0.328094, -2.790835], [0.320691, 0.734361, -1.464922], [-1.451017, -0.920024, -2.779309], [-0.910187, -2.048805, -1.495897], [4.119179, -0.059724, 0.634104], [5.895430, 1.567131, -0.663843], [4.879417, 1.903174, -3.185999], [2.567031, 0.563479, -3.254607], [2.433627, -3.955961, -0.532076], [3.076161, -5.386626, -2.791715], [2.925880, -3.619568, -4.855649], [2.139460, -1.273864, -3.806090], [-1.862371, 2.509021, 0.261356], [-1.657696, 4.711364, -1.203019], [-2.453915, 3.988170, -3.729108], [-2.673395, 1.294706, -3.692385], [-4.402670, 0.852144, -2.824173], [-6.083635, -0.957326, -3.868634], [-5.713916, -3.248013, -2.430822], [-3.663887, -2.724878, -0.688685], [-0.906081, -1.417544, 4.917259], [-1.486096, -2.309462, 3.479787], [-1.330851, -3.362007, 3.794574], [-2.566137, -2.090265, 3.440825]],
  "forces_ev_per_a": [[0.422, -0.537, 0.399], [-0.366, 0.387, 0.197], [0.095, -0.356, 0.703], [-1.117, -0.041, -0.273], [-0.020, -1.639, 0.291], [0.283, 0.573, 1.447], [0.058, -1.769, -2.254], [-0.455, 0.326, 0.713], [0.205, 1.036, 0.050], [0.363, 1.181, 0.003], [0.551, -0.589, -0.667], [0.272, 0.501, 0.144], [0.251, -0.171, -0.229], [0.586, 0.464, 0.220], [0.343, 2.688, -0.992], [0.025, -0.069, 1.032], [-0.060, 0.471, 0.165], [0.118, -0.103, -0.063], [0.140, 0.056, 0.283], [-0.455, -0.326, -0.038], [-0.246, 0.261, 0.019], [0.029, -0.095, 0.391], [0.376, -1.452, -0.009], [-0.227, 0.047, 0.463], [0.224, -0.083, -0.792], [3.791, 0.614, -4.571], [-2.135, 3.183, -4.212], [-0.734, -0.459, 1.287], [-0.354, -0.279, 1.209], [0.450, -0.177, 2.028], [-0.394, -1.420, 0.494], [-0.988, 0.560, -0.225], [0.675, -0.515, -0.627], [0.369, 0.281, -0.048], [-0.278, -0.414, 0.267], [-1.698, -1.077, 0.434], [0.603, 0.486, 0.174], [-0.051, -0.322, -0.829], [-0.034, 0.204, 0.225], [-0.472, 1.025, 0.582], [-0.079, -0.533, 0.075], [-0.098, 0.673, -0.416], [-0.312, -0.587, 0.489], [0.181, -1.304, 0.033], [-0.516, -0.096, -0.613], [-0.365, -0.649, -0.187], [1.270, 0.503, 1.416], [0.625, 0.611, 0.123], [-0.915, 0.428, -0.638], [-0.127, -0.033, 0.723], [-0.016, -0.171, -0.112], [0.200, -0.180, 0.437], [-0.070, -0.095, -0.330], [-0.017, 0.165, -0.288], [-0.316, -0.237, 0.007], [0.053, 0.022, 0.075], [0.091, 0.138, 0.161], [-0.100, -0.011, -0.020], [0.023, 0.247, 0.268], [-0.011, -0.036, 0.370], [0.039, -0.508, 0.112], [0.123, -0.099, -0.024], [-0.165, -0.176, -0.046], [0.343, -0.348, 0.197], [0.454, 0.297, 0.394], [0.019, -0.056, 0.092], [0.108, -0.063, 0.236], [0.282, -0.039, 0.091], [0.042, -0.106, 0.040], [0.237, 0.275, 0.376], [-0.924, -0.448, -0.101], [-0.411, 0.267, -0.392], [0.207, -0.302, 0.064]]
}

Entry 2:
{
  "formula": "C28H37N11O2V",
  "method": "wB97M-V/def2-TZVPD",
  "e_above_lowest_kcal_mol": 5.7,
  "homo_energy_ev": [-9.299, -9.484],
  "charge": 1,
  "lumo_ev": [-2.3, -2.2],
  "e_tot_ev": -75802.736,
  "s_squared": 2.02,
  "orbital_gap_ha": [0.2570, 0.2665],
  "spin_multiplicity": 3,
  "symbols": ["V", "C", "C", "C", "N", "C", "C", "C", "C", "C", "C", "C", "N", "C", "C", "C", "N", "C", "C", "C", "C", "C", "C", "C", "N", "C", "C", "H", "H", "H", "H", "H", "H", "H", "H", "H", "H", "H", "H", "H", "H", "H", "H", "H", "H", "H", "H", "H", "H", "H", "H", "H", "H", "N", "N", "C", "N", "N", "N", "O", "O", "H", "H", "H", "H", "H", "N", "C", "C", "C", "N", "C", "C", "H", "H", "H", "H", "H", "H"],
  "xyz": [[-0.155352, 0.093065, 0.110471], [-2.934728, -0.371339, -2.796379], [-1.886289, 0.371138, -3.632473], [-0.533690, 0.658469, -2.940835], [-0.147272, -0.313842, -1.902394], [0.045195, -1.573593, -2.312084], [0.159152, -1.943020, -3.659787], [0.141207, -3.194582, -4.268189], [-0.045996, -4.447104, -3.723405], [-0.109056, -4.728296, -2.366327], [0.087917, -3.897759, -1.278752], [0.313261, -2.508262, -1.203512], [0.706294, -1.882856, -0.094843], [1.358083, -2.674024, 0.954720], [0.526551, -2.823643, 2.218552], [0.185073, -1.435189, 2.729455], [-0.740192, -0.747289, 1.832784], [-2.023329, -0.676820, 2.170544], [-2.588809, -1.470886, 3.185110], [-3.773596, -1.344311, 3.883831], [-4.735907, -0.350323, 3.808087], [-4.757676, 0.656714, 2.869105], [-3.951448, 0.874590, 1.754691], [-2.784966, 0.242210, 1.305434], [-2.142571, 0.505864, 0.155519], [-2.847190, 1.311806, -0.854309], [-3.708192, 0.510459, -1.819405], [-2.467575, -1.195452, -2.253276], [-3.649084, -0.833201, -3.480013], [-2.296212, 1.332749, -3.958901], [-1.707004, -0.202632, -4.541063], [-0.558026, 1.634731, -2.473709], [0.245831, 0.726104, -3.707284], [0.264301, -1.116055, -4.346761], [0.243395, -3.165341, -5.348474], [-0.140838, -5.278497, -4.409569], [-0.300416, -5.765572, -2.111604], [0.037499, -4.389933, -0.315960], [2.277777, -2.142679, 1.244522], [1.675499, -3.637214, 0.559606], [1.093084, -3.376672, 2.970638], [-0.390036, -3.380219, 2.000185], [1.107879, -0.851508, 2.754166], [-0.200784, -1.437904, 3.745901], [-1.981907, -2.316585, 3.479574], [-3.943210, -2.112518, 4.630727], [-5.537216, -0.371571, 4.535017], [-5.566721, 1.372253, 2.973458], [-4.285889, 1.701990, 1.146477], [-2.110971, 1.884757, -1.407689], [-3.474891, 2.065765, -0.382711], [-4.301357, 1.234084, -2.388917], [-4.415207, -0.097466, -1.247728], [2.292116, 0.446739, -0.503172], [3.241100, 0.977905, 0.369199], [2.859078, 1.500205, 1.572875], [3.826666, 2.065861, 2.283484], [1.564600, 1.377996, 1.861230], [1.116202, 2.035087, 2.999948], [-0.079534, 2.003905, 3.152828], [1.881910, 2.648514, 3.745402], [2.381353, -0.562311, -0.600532], [2.375971, 0.877218, -1.415750], [4.217087, 0.920824, 0.133612], [4.776305, 2.074034, 1.957006], [3.567704, 2.452735, 3.179764], [0.387430, 6.585631, 0.044089], [0.252285, 5.240022, -0.034955], [1.129084, 4.461189, -0.806592], [0.949892, 3.102386, -0.847435], [-0.016968, 2.440520, -0.196532], [-0.855965, 3.194438, 0.531786], [-0.763620, 4.559948, 0.647863], [1.093046, 7.067030, -0.481331], [-0.256076, 7.138604, 0.579228], [1.932994, 4.917262, -1.370818], [1.615624, 2.511455, -1.460865], [-1.629164, 2.660412, 1.069340], [-1.474516, 5.094300, 1.265610]],
  "forces_ev_per_a": [[1.405, 0.538, -0.191], [0.032, 0.019, 0.080], [-0.051, 0.000, 0.011], [-0.011, -0.248, 0.270], [-0.218, -0.126, -0.760], [0.129, 0.246, 0.359], [-0.011, -0.280, -0.088], [0.021, 0.288, -0.066], [0.001, -0.065, 0.096], [0.006, -0.049, 0.056], [-0.002, -0.032, -0.071], [0.014, 0.227, 0.085], [-0.033, -0.066, -0.191], [-0.069, 0.226, -0.055], [-0.123, -0.047, -0.103], [-0.062, 0.062, -0.251], [-0.365, 0.196, 0.493], [0.169, 0.217, -0.153], [-0.132, -0.068, 0.057], [0.068, -0.083, 0.020], [0.022, -0.061, 0.057], [-0.009, 0.115, -0.260], [-0.207, 0.032, 0.006], [0.370, -0.242, -0.013], [-0.751, 0.069, 0.215], [0.200, -0.104, 0.189], [-0.033, -0.031, -0.028], [0.007, -0.001, -0.015], [-0.024, 0.011, -0.004], [-0.001, -0.031, -0.024], [-0.022, -0.014, -0.011], [0.010, 0.073, 0.070], [0.048, 0.003, -0.023], [-0.028, -0.016, -0.042], [-0.018, 0.014, 0.017], [0.008, 0.003, 0.019], [0.010, 0.011, 0.006], [-0.003, -0.030, -0.019], [-0.032, 0.001, -0.052], [0.033, -0.066, 0.015], [0.021, -0.016, -0.020], [0.014, -0.023, 0.058], [0.033, 0.034, 0.031], [-0.047, -0.051, 0.063], [-0.010, 0.006, 0.029], [0.013, 0.011, 0.006], [0.011, -0.012, -0.009], [0.003, -0.008, -0.026], [-0.052, -0.003, -0.002], [0.045, -0.029, -0.062], [-0.002, 0.074, 0.026], [-0.014, -0.031, -0.007], [-0.005, 0.000, -0.024], [-0.115, -0.348, 0.124], [-0.288, 0.071, 0.227], [-0.106, -0.207, -0.558], [0.157, -0.025, 0.127], [0.450, 0.093, 0.440], [0.031, 0.268, -0.478], [-0.139, -0.174, 0.149], [-0.252, -0.224, 0.105], [0.018, -0.002, 0.045], [-0.015, -0.116, 0.013], [0.067, -0.025, 0.033], [-0.008, 0.028, -0.045], [0.056, 0.029, 0.011], [-0.012, -0.126, 0.006], [0.029, 0.233, 0.017], [-0.006, 0.017, 0.002], [-0.106, 0.004, -0.047], [-0.122, -0.275, -0.036], [0.049, -0.050, 0.160], [0.000, 0.018, -0.018], [0.005, -0.001, -0.002], [-0.010, -0.004, 0.003], [-0.036, -0.001, 0.016], [-0.092, 0.139, -0.021], [0.054, 0.053, -0.021], [0.031, -0.017, -0.020]]
}

Entry 3:
{
  "formula": "C28H37N5O2PPdS2",
  "method": "wB97M-V/def2-TZVPD",
  "e_above_lowest_kcal_mol": 0.0,
  "homo_energy_ev": [-15.542, -16.243],
  "charge": 3,
  "lumo_ev": [-7.9, -11.4],
  "e_tot_ev": -75594.339,
  "s_squared": 6.06,
  "orbital_gap_ha": [0.2818, 0.1781],
  "spin_multiplicity": 5,
  "symbols": ["Pd", "C", "N", "C", "C", "C", "N", "C", "C", "H", "H", "H", "H", "H", "H", "H", "H", "H", "H", "H", "H", "H", "H", "H", "H", "C", "P", "C", "C", "C", "C", "C", "C", "C", "C", "C", "C", "C", "C", "H", "H", "H", "H", "H", "H", "H", "H", "H", "H", "H", "H", "H", "N", "C", "C", "C", "C", "C", "C", "S", "O", "O", "N", "C", "S", "C", "C", "N", "H", "H", "H", "H", "H", "H", "H", "H"],
  "xyz": [[0.232946, 0.291350, 0.031187], [0.923219, -0.442217, 2.835197], [-0.220442, 0.222721, 2.180130], [-0.443738, 1.536754, 2.813968], [-1.442537, -0.614788, 2.298939], [-1.450284, -1.719614, 1.263642], [-1.419469, -1.153801, -0.107621], [-1.083941, -2.208455, -1.088183], [-2.735575, -0.587207, -0.463447], [0.744457, -0.505819, 3.912410], [1.828668, 0.136574, 2.657213], [1.050840, -1.444263, 2.427966], [-0.632526, 1.408027, 3.883389], [-1.298134, 2.026286, 2.355769], [0.442191, 2.157194, 2.684886], [-2.304499, 0.039887, 2.182822], [-1.498610, -1.042385, 3.304250], [-2.340241, -2.344343, 1.385706], [-0.577960, -2.369720, 1.375788], [-1.847802, -2.991062, -1.072082], [-0.123693, -2.656825, -0.842063], [-1.054669, -1.772480, -2.085198], [-3.492258, -1.376403, -0.441846], [-2.690138, -0.165404, -1.465531], [-3.014357, 0.189639, 0.241630], [0.688411, 3.486424, -1.206890], [-0.681584, 2.339403, -0.867375], [-1.399850, 1.981337, -2.476099], [-2.451329, 2.718871, -3.015869], [-2.917780, 2.419570, -4.288507], [-2.337974, 1.395680, -5.024219], [-1.275802, 0.668655, -4.498046], [-0.809773, 0.961092, -3.227644], [-1.849836, 3.247841, 0.146509], [-1.387838, 4.284537, 0.960581], [-2.260010, 4.941553, 1.814514], [-3.595983, 4.567338, 1.868524], [-4.066149, 3.545436, 1.051922], [-3.199721, 2.886251, 0.194562], [0.277903, 4.451163, -1.509033], [1.255738, 3.078595, -2.041926], [1.339022, 3.616585, -0.342588], [-2.902544, 3.528688, -2.456835], [-3.733829, 2.992835, -4.707271], [-2.707825, 1.168103, -6.014957], [-0.816304, -0.119176, -5.080285], [0.028167, 0.395619, -2.822763], [-0.352200, 4.600554, 0.927952], [-1.897773, 5.755004, 2.428825], [-4.275425, 5.083494, 2.533488], [-5.113697, 3.275551, 1.070391], [-3.589744, 2.122963, -0.465104], [7.407281, -4.470388, 3.171126], [6.365813, -4.064176, 2.470599], [6.354845, -4.225238, 1.047539], [5.255609, -3.833042, 0.333868], [4.159401, -3.273697, 1.005316], [4.151228, -3.100620, 2.400886], [5.236864, -3.480463, 3.134703], [2.654983, -2.980616, 0.069589], [2.918876, -3.434515, -1.260015], [1.595055, -3.500789, 0.871067], [2.378125, -1.343852, 0.037644], [3.103717, -0.545225, -0.687234], [4.557453, -0.897532, -1.628008], [4.674851, 0.738909, -2.009433], [3.604546, 1.467471, -1.457332], [2.736124, 0.770037, -0.752004], [8.211473, -4.901358, 2.729005], [7.436775, -4.385573, 4.180649], [7.207416, -4.677894, 0.556328], [5.209637, -3.992305, -0.735651], [3.272105, -2.705987, 2.891545], [5.250363, -3.374892, 4.212331], [5.470032, 1.129790, -2.628158], [3.480107, 2.531240, -1.602636]],
  "forces_ev_per_a": [[0.002, 0.236, -0.162], [-0.007, -0.037, -0.045], [-0.038, -0.010, 0.097], [0.032, -0.033, -0.022], [0.027, -0.025, 0.016], [0.067, -0.030, -0.006], [-0.028, -0.132, 0.006], [0.008, 0.029, 0.037], [0.053, -0.007, 0.000], [0.002, -0.007, 0.001], [0.005, 0.017, 0.011], [0.007, 0.024, 0.032], [0.000, 0.002, 0.004], [-0.005, -0.002, 0.006], [0.002, 0.008, 0.007], [-0.012, 0.008, -0.022], [-0.002, 0.001, 0.009], [-0.010, -0.004, 0.018], [-0.079, 0.049, -0.018], [0.006, -0.009, -0.005], [-0.026, 0.007, -0.010], [0.009, -0.008, -0.014], [0.000, -0.002, -0.007], [-0.003, -0.004, 0.007], [-0.005, -0.008, -0.002], [-0.029, 0.021, -0.006], [0.074, -0.013, 0.044], [0.046, -0.037, 0.002], [-0.016, 0.025, 0.009], [-0.006, 0.000, 0.000], [0.006, 0.006, -0.001], [0.003, -0.004, -0.002], [-0.030, -0.006, -0.021], [-0.022, -0.029, 0.005], [0.011, 0.069, -0.018], [0.001, 0.010, 0.005], [0.006, -0.012, -0.010], [0.000, 0.015, 0.008], [-0.020, 0.025, 0.011], [0.017, 0.005, 0.002], [0.009, -0.014, -0.004], [-0.010, -0.009, -0.005], [0.002, -0.011, 0.004], [0.004, -0.003, -0.001], [0.001, -0.001, 0.004], [-0.004, 0.005, 0.002], [0.002, 0.000, 0.015], [-0.024, -0.024, 0.007], [-0.007, -0.009, 0.003], [0.000, 0.001, -0.008], [0.006, -0.002, 0.001], [0.010, -0.009, -0.008], [0.012, -0.005, 0.009], [0.002, -0.002, -0.005], [0.018, -0.006, -0.001], [0.026, -0.050, -0.052], [-0.039, 0.030, -0.012], [-0.005, 0.009, 0.048], [-0.028, 0.015, 0.015], [0.071, -0.095, -0.033], [-0.059, 0.055, 0.036], [-0.006, -0.006, -0.016], [0.085, -0.093, -0.019], [-0.089, 0.041, 0.100], [0.007, 0.007, -0.027], [0.039, 0.028, -0.004], [-0.014, -0.032, -0.053], [-0.020, 0.024, 0.004], [0.002, -0.003, -0.008], [-0.001, 0.001, 0.011], [-0.010, 0.001, -0.006], [-0.012, 0.014, 0.017], [0.000, 0.008, 0.006], [-0.004, 0.003, -0.008], [-0.006, -0.010, 0.010], [-0.004, 0.001, 0.011]]
}